[1]
{"formula": "C3H10IN2O2", "method": "wB97M-V/def2-TZVPD", "max_force_ha_per_bohr": 0.157, "lumo_ev": 3.17, "orbital_gap_ev": 7.00, "total_charge": -1, "homo_ha": -0.1408, "species": ["I", "C", "C", "H", "C", "H", "H", "O", "N", "H", "H", "H", "H", "H", "O", "N", "H", "H"], "xyz": [[0.54555, -0.32660, 3.42356], [2.12874, -2.39921, -1.76625], [3.49623, -2.34553, -1.12797], [3.62701, -1.30538, -0.82950], [-3.67072, 3.07499, 0.69570], [-2.55561, 1.46597, 0.90521], [-3.99218, 1.24809, -0.16968], [-4.47729, 3.81995, 0.17378], [-2.87269, 3.48032, 1.58308], [1.24323, -2.14152, -1.18523], [2.73700, -2.84318, 0.59923], [-2.74732, 4.47438, 1.71051], [-2.15768, 2.94392, 2.05333], [2.01767, -3.40107, -2.18103], [3.51220, -3.14428, 0.11964], [-3.34029, 1.80317, 0.36607], [4.34003, -2.66648, -1.73877], [2.16607, -1.73750, -2.63161]], "mulliken_charge": [-0.9761, -1.0111, -0.2301, 0.2448, 0.6412, 0.1792, 0.2100, -0.6801, -0.3753, 0.3723, 0.3067, 0.2118, 0.1766, 0.2769, -0.5386, -0.3796, 0.2913, 0.2800]}

---

[2]
{"formula": "C3H10INOP", "method": "wB97M-V/def2-TZVPD", "max_force_ha_per_bohr": 0.065, "lumo_ev": -5.22, "orbital_gap_ev": 8.44, "total_charge": 1, "homo_ha": -0.5022, "species": ["H", "H", "C", "H", "H", "H", "P", "H", "O", "I", "H", "C", "N", "C", "H", "H", "H"], "xyz": [[1.83375, 4.01148, 1.26634], [-2.08938, -3.98480, 0.08848], [2.24474, 4.47990, 0.40059], [3.31844, 4.15030, 0.34708], [-0.90313, -1.34509, 0.87805], [1.67072, 3.99094, -0.52883], [1.29600, 0.66269, 1.13791], [-2.55410, -1.85099, 1.24960], [0.05477, -0.17767, 0.92730], [3.02671, -0.44155, -0.17114], [2.19104, 5.60284, 0.25879], [-1.31578, -3.21314, 0.36029], [-1.66125, -2.08957, 0.86404], [0.11636, -3.58043, 0.44253], [0.07246, -4.57661, 0.83071], [0.74509, -2.96127, 1.11321], [0.59931, -3.65143, -0.50205]], "mulliken_charge": [0.1982, 0.3781, -0.8579, 0.2337, 0.3972, 0.1768, 0.4012, 0.2494, -0.4810, 0.0327, 0.2584, 0.1916, -0.1836, -0.8924, 0.3325, 0.2556, 0.3093]}

---

[3]
{"formula": "C3H10INSSi", "method": "wB97M-V/def2-TZVPD", "max_force_ha_per_bohr": 0.105, "lumo_ev": [-1.13, -1.13], "orbital_gap_ev": [7.30, 7.30], "total_charge": 0, "smiles": "CC(C)N=S.[SiH3]I", "homo_ha": [-0.3098, -0.3098], "species": ["C", "H", "H", "H", "H", "H", "H", "C", "I", "H", "N", "Si", "C", "H", "H", "H", "S"], "xyz": [[2.13885, -0.04549, -0.46263], [2.22734, 0.04657, -1.52711], [2.76140, -0.79266, -0.02313], [0.40540, -1.58524, -1.80472], [0.52436, -0.31968, 0.83626], [-3.91113, 1.98998, 2.39461], [-2.76872, 2.60380, 0.28999], [-0.07373, -1.22082, -0.79980], [-3.86442, -0.31213, -0.28030], [-0.20066, -1.99756, 0.09128], [-0.03281, 1.11672, -0.45980], [-2.90068, 1.46651, 1.21388], [0.67080, -0.11833, -0.15526], [2.40117, 0.82263, -0.09929], [-1.09908, -0.94409, -1.10046], [-1.89276, 0.65291, 1.88061], [0.64530, 2.30473, -1.19092]], "mulliken_charge": [-1.7806, 0.4390, 0.3743, 0.2663, 0.2323, -0.0999, -0.0574, -0.7245, -0.0924, 0.2253, -0.0659, 0.3699, 0.4691, 0.5717, 0.0760, -0.0933, -0.1101]}

---

[4]
{"formula": "C3H10N", "method": "wB97M-V/def2-TZVPD", "max_force_ha_per_bohr": 0.077, "lumo_ev": -3.65, "orbital_gap_ev": 13.16, "total_charge": 1, "smiles": "CC[NH2+]C", "homo_ha": -0.6179, "species": ["H", "C", "H", "C", "N", "H", "H", "H", "H", "H", "C", "H", "H", "H"], "xyz": [[0.84124, -0.84515, -0.89911], [-0.43764, -0.21692, 0.79565], [1.54479, 1.63713, 0.61607], [-1.76128, -0.74287, 0.19638], [0.43969, 0.08023, -0.57793], [0.10393, -1.14399, 1.14392], [-2.29661, -1.04046, 1.20570], [1.92411, 1.25186, -1.24202], [2.59758, 0.39293, -0.10256], [-0.17191, 0.57665, -1.30825], [1.62132, 0.90768, -0.24330], [-1.49885, -1.63681, -0.36431], [-2.42563, -0.07506, -0.45638], [-0.48075, 0.85476, 1.23613]], "mulliken_charge": [0.3879, -0.3258, 0.2922, -1.0421, -0.3255, 0.3315, 0.3169, 0.3995, 0.3019, 0.4064, -0.8345, 0.3602, 0.3468, 0.3846]}

---

[5]
{"formula": "C3H10N", "method": "wB97M-V/def2-TZVPD", "max_force_ha_per_bohr": 0.066, "lumo_ev": -5.74, "orbital_gap_ev": 10.12, "total_charge": 1, "homo_ha": -0.5828, "species": ["H", "H", "H", "C", "H", "N", "H", "H", "H", "H", "C", "H", "C", "H"], "xyz": [[1.10570, 0.04651, -0.31551], [-1.28949, -0.04923, 0.77069], [-1.34311, -1.59378, 2.49670], [-0.39121, -1.25790, 2.01655], [0.39911, 1.54699, -2.30212], [-0.43446, -0.36461, 1.08130], [0.68203, -1.53545, 2.23029], [-0.69067, 0.09317, -2.76944], [-0.47555, 1.49339, -3.87857], [0.84221, 0.28787, -3.56560], [0.70216, 0.43585, 0.63667], [0.53229, 1.55950, 0.57282], [0.00891, 0.87521, -3.04222], [1.35958, 0.38432, 1.52563]], "mulliken_charge": [0.3120, 0.2797, 0.2932, -0.0779, 0.1712, 0.0250, 0.2890, 0.2233, 0.2705, 0.2660, -0.8061, 0.3196, -0.9253, 0.3599]}

---

[6]
{"formula": "C3H10N", "method": "wB97M-V/def2-TZVPD", "max_force_ha_per_bohr": 0.041, "lumo_ev": -3.90, "orbital_gap_ev": 10.59, "total_charge": 1, "homo_ha": -0.5322, "species": ["H", "H", "C", "H", "H", "H", "H", "N", "C", "C", "H", "H", "H", "H"], "xyz": [[-1.54773, -1.39510, 1.82588], [0.17184, 1.41225, -1.75795], [-0.56878, -0.95677, 1.63080], [-1.38503, -0.01487, -0.18127], [0.50257, 0.97880, -0.24220], [0.17761, 2.66849, -0.64274], [0.04127, -1.08095, -1.78860], [0.62113, 1.79435, -0.92760], [-0.53893, -0.61054, 0.17322], [0.29496, -1.13140, -0.73660], [0.84986, -1.96839, -0.32254], [0.19839, -1.70068, 1.84923], [1.56428, 2.11126, -1.16561], [-0.38144, -0.10643, 2.28598]], "mulliken_charge": [0.3150, 0.3973, -0.9961, 0.4732, 0.3511, 0.3838, 0.3256, -0.4931, -0.3494, -0.6626, 0.2803, 0.3309, 0.3713, 0.2728]}

---

[7]
{"formula": "C3H10N2", "method": "wB97M-V/def2-TZVPD", "max_force_ha_per_bohr": 0.041, "lumo_ev": 0.94, "orbital_gap_ev": 10.29, "total_charge": 0, "smiles": "C=N.CCN", "homo_ha": -0.3436, "species": ["H", "H", "H", "C", "C", "H", "C", "H", "N", "H", "N", "H", "H", "H", "H"], "xyz": [[-3.27223, -0.51708, -1.00066], [0.98411, -1.83626, -0.23556], [2.57650, 0.74997, -0.46413], [1.59218, 0.31212, -0.35864], [-3.07179, -0.01855, -0.05502], [0.85158, 1.73260, 0.92484], [1.84996, -1.18335, -0.35494], [2.11338, -1.37957, -1.40031], [-2.36766, 1.03625, 0.02556], [2.66226, -1.60520, 0.22943], [1.14548, 0.75721, 0.98115], [-3.42587, -0.47780, 0.87409], [-2.73989, 1.53251, 0.84066], [0.87804, 0.55201, -1.14261], [0.22395, 0.34516, 1.13612]], "mulliken_charge": [0.2548, 0.3127, 0.2954, -0.2806, -0.2427, 0.2512, -1.0516, 0.3260, -0.4936, 0.2982, -0.6855, 0.2283, 0.2533, 0.2883, 0.2456]}

---

[8]
{"formula": "C3H10N2", "method": "wB97M-V/def2-TZVPD", "max_force_ha_per_bohr": 0.073, "lumo_ev": 1.03, "orbital_gap_ev": 9.94, "total_charge": 0, "smiles": "C=C.NCN", "homo_ha": -0.3273, "species": ["H", "H", "C", "N", "H", "H", "N", "H", "H", "H", "H", "C", "H", "C", "H"], "xyz": [[1.19775, -0.79609, 2.45139], [-0.90598, 0.33121, 2.37108], [1.15576, 0.24544, 2.78952], [0.83583, -0.76179, -2.27707], [-0.27578, 1.83921, 3.08620], [0.30997, -1.21599, -3.01074], [-1.53742, -0.31419, -1.94153], [-1.72450, -0.09287, -2.90258], [-0.00099, 0.96493, -1.45392], [-2.10527, 0.16639, -1.32120], [2.11096, 0.69872, 3.18676], [-0.20514, -0.11353, -1.48168], [1.25366, -1.55004, -1.76458], [-0.03963, 0.87708, 2.76069], [-0.06922, -0.27849, -0.49234]], "mulliken_charge": [0.2174, 0.1944, -0.3900, -0.5855, 0.2751, 0.2493, -0.5924, 0.2193, 0.2488, 0.2095, 0.2162, -0.2203, 0.2414, -0.5130, 0.2297]}

---

[9]
{"formula": "C3H10N2", "method": "wB97M-V/def2-TZVPD", "max_force_ha_per_bohr": 0.054, "lumo_ev": 1.00, "orbital_gap_ev": 10.04, "total_charge": 0, "smiles": "C=N.CCN", "homo_ha": -0.3323, "species": ["N", "C", "H", "H", "H", "C", "H", "H", "H", "H", "N", "H", "C", "H", "H"], "xyz": [[-0.60965, -0.58354, 0.50892], [-2.23748, 1.00022, -0.50290], [-3.15637, 1.22843, -1.04442], [-2.13863, 1.80962, 0.23503], [-0.09391, -1.27874, -0.00109], [-1.99251, -0.41185, 0.08736], [-2.30620, -1.15174, -0.64930], [3.03930, -1.31124, 0.48970], [1.98000, 0.89054, -0.98164], [2.00458, 0.02893, 1.31395], [2.77358, 0.37753, -0.60526], [-2.64494, -0.56399, 0.94818], [2.55256, -0.33154, 0.41335], [-1.37940, 1.13566, -1.18294], [-0.49786, -0.77650, 1.49078]], "mulliken_charge": [-0.4387, -0.9908, 0.3415, 0.2594, 0.2095, -0.3552, 0.2647, 0.2682, 0.2876, 0.2349, -0.5293, 0.2752, -0.2657, 0.2232, 0.2154]}

---

Number 1: DFT total energy -678.08968 hartree. Number 2: DFT total energy -889.09318 hartree. Number 3: DFT total energy -1160.32658 hartree. Number 4: DFT total energy -174.74233 hartree. Number 5: DFT total energy -174.73776 hartree. Number 6: DFT total energy -174.75934 hartree. Number 7: DFT total energy -229.74349 hartree. Number 8: DFT total energy -229.73925 hartree. Number 9: DFT total energy -229.73573 hartree.